ORCA calculation (the ωB97M-V functional and the def2-TZVPD basis) on C45H35GeN7V as an isolated structure.

Calculated values
Charge   +1
Relative energy (zero: lowest compared OMol25 entry of this formula, charge and spin)   0.0 kJ/mol
Spin multiplicity   3
E   -5139.99308 hartree

XYZ file:
```
89
Properties=species:S:1:pos:R:3:forces:R:3
V 1.40488 -0.07687 0.41033 -0.9 -0.4 -0.1
C 0.50339 3.96888 -1.00071 0.0 -0.1 0.0
C -0.23812 4.58347 0.00971 0.0 -0.1 0.1
C -0.67026 3.81554 1.05929 0.1 0.0 -0.1
C -0.34336 2.44746 1.11495 0.0 0.4 -0.2
N 0.43154 1.87841 0.18113 0.2 -0.2 0.1
C 0.80806 2.63605 -0.86295 0.0 0.2 -0.2
N -0.94587 1.74869 2.11674 -0.1 -0.3 0.5
C -0.65323 0.56255 2.48719 -0.2 0.2 -0.2
N 0.40878 -0.25936 2.09530 0.0 0.2 0.3
C 0.28524 -1.44788 2.79896 0.1 -0.4 -0.1
N 1.04617 -2.48272 2.80263 -0.3 0.2 0.2
C 2.22638 -2.58619 2.12627 0.2 -0.3 0.1
C 3.06703 -3.62657 2.57277 0.0 0.1 -0.1
C 4.29222 -3.82475 1.99198 -0.1 0.1 0.0
C 4.66930 -2.98273 0.94482 -0.1 0.1 -0.1
C 3.79145 -2.00553 0.54707 0.3 -0.1 -0.1
N 2.58543 -1.78623 1.10697 -0.2 0.2 -0.1
C -0.93378 -1.40829 3.61673 -0.2 0.1 0.1
C -1.52180 -2.36227 4.42723 0.1 0.0 -0.1
C -2.70499 -2.00757 5.05951 0.0 0.0 0.0
C -3.27073 -0.74398 4.88730 0.0 0.1 0.0
C -2.67466 0.20842 4.07294 0.2 0.0 0.0
C -1.49620 -0.15690 3.44472 -0.1 -0.1 0.2
H 0.83412 4.50932 -1.87477 0.0 0.0 0.0
H -0.49340 5.63189 -0.04806 0.0 0.0 0.0
H -1.29823 4.20789 1.84340 0.0 0.0 0.0
H 1.38060 2.12747 -1.62842 0.0 0.1 0.0
H 2.70310 -4.23948 3.38256 0.0 0.0 0.0
H 4.94613 -4.61358 2.33556 0.0 0.0 0.0
H 5.61833 -3.08795 0.44069 0.0 0.0 0.0
H 4.05895 -1.35708 -0.27392 0.0 0.0 0.0
H -1.07696 -3.33835 4.55212 0.0 -0.1 0.0
H -3.20325 -2.72347 5.69880 0.0 0.0 0.0
H -4.19586 -0.50874 5.39552 0.0 0.0 0.0
H -3.11111 1.18454 3.91552 0.0 0.0 0.0
C 2.46610 -1.61190 -3.65314 0.1 0.1 0.0
C 3.49532 -0.77711 -4.04760 -0.1 -0.1 0.1
C 3.92249 0.20886 -3.16999 -0.2 0.0 0.2
C 3.28866 0.33770 -1.94144 0.0 -0.2 -0.4
N 2.23603 -0.43381 -1.58420 0.4 0.2 -0.2
C 1.86592 -1.39704 -2.42265 -0.1 -0.2 -0.1
C 3.76253 1.25797 -0.89824 0.1 0.3 0.1
C 4.80180 2.16801 -1.06761 -0.2 -0.2 0.1
C 5.18096 2.95392 0.00430 -0.1 0.0 0.2
C 4.51413 2.81627 1.21459 0.0 0.0 -0.1
C 3.47904 1.90304 1.29504 0.0 0.2 0.3
N 3.11051 1.14170 0.26960 0.5 0.2 -0.3
H 2.10325 -2.40786 -4.28520 0.0 0.0 0.0
H 3.97054 -0.89486 -5.01081 0.0 0.0 0.0
H 4.74759 0.85093 -3.43476 0.0 0.0 0.0
H 1.04450 -2.02251 -2.10759 0.1 0.0 0.0
H 5.30446 2.26682 -2.01667 0.0 0.0 0.0
H 5.98674 3.66588 -0.10288 0.0 0.0 0.0
H 4.78036 3.40841 2.07681 0.0 0.0 0.0
H 2.90688 1.77009 2.20807 0.1 0.0 0.0
C -0.70837 -2.97795 -0.22911 0.0 0.1 -0.1
Ge -0.91446 -1.03373 -0.63089 0.1 -0.1 -0.1
C -1.20176 -0.90676 -2.60431 0.0 -0.1 0.2
C -2.03213 -1.83045 -3.23314 -0.1 -0.1 0.0
C -2.26257 -1.77874 -4.60149 0.0 0.0 0.0
C -1.66424 -0.79348 -5.37159 0.0 0.0 -0.1
C -0.84071 0.14044 -4.76342 0.0 0.1 -0.1
C -0.61556 0.07443 -3.39875 0.0 0.1 0.1
C -2.66517 -0.54199 0.16101 0.2 0.0 0.1
C -3.29729 -1.45129 0.97228 0.2 -0.1 -0.1
C -4.54750 -1.18836 1.56703 -0.1 0.0 0.0
C -5.16301 0.00670 1.35705 0.0 0.0 0.0
C -4.55660 0.98797 0.53588 0.0 0.0 0.0
C -5.18236 2.23693 0.32022 0.0 0.1 0.0
C -4.60198 3.18591 -0.47204 -0.1 0.0 0.1
C -3.36374 2.91846 -1.08536 0.1 0.0 0.0
C -2.73804 1.72016 -0.88649 0.0 0.1 -0.1
C -3.30534 0.71481 -0.07221 0.0 0.0 0.1
H -1.34476 -3.58006 -0.87856 0.0 0.0 0.0
H -0.97309 -3.20080 0.80390 0.0 0.0 0.0
H 0.32348 -3.30789 -0.35971 0.0 0.0 -0.1
H -2.52767 -2.59895 -2.65044 0.0 0.0 0.0
H -2.91776 -2.50480 -5.06450 0.0 0.0 0.0
H -1.84667 -0.74802 -6.43713 0.0 0.0 0.0
H -0.38054 0.92341 -5.35325 0.0 0.0 0.0
H 0.02868 0.81579 -2.94368 0.1 0.1 0.1
H -2.83777 -2.40895 1.18139 0.0 0.0 0.0
H -5.00615 -1.94118 2.19420 0.0 0.0 0.0
H -6.12129 0.22538 1.81030 0.0 0.0 0.0
H -6.13772 2.42494 0.79470 0.0 0.0 0.0
H -5.09205 4.13571 -0.63661 0.0 0.0 0.0
H -2.90897 3.66544 -1.72309 0.0 0.0 0.0
H -1.79397 1.52833 -1.37767 0.0 0.0 0.0
```
Positions in Å, forces in eV/Å.

ORCA calculation (the ωB97M-V functional and the def2-TZVPD basis) on one molecule with the formula C24H17N3O.

Calculated values
E   -1164.25295 hartree

XYZ file:
```
45
Properties=species:S:1:pos:R:3:forces:R:3
C -2.23884 3.99841 2.75393 0.4 0.9 0.2
C -2.44733 2.76151 3.31678 -0.9 -0.3 0.1
C -1.84109 1.64126 2.78363 0.6 -0.6 -0.1
C -0.86781 1.74314 1.75949 -1.2 1.4 0.8
C -0.29389 0.55054 1.14847 0.6 0.6 0.8
N -0.22218 0.44557 -0.15237 0.0 -1.6 0.3
C 0.25986 -0.83562 -0.29636 0.5 0.0 0.1
C 0.54612 -1.43358 -1.62293 1.2 -0.9 -1.8
C 1.31443 -2.65534 -1.66548 -1.2 1.2 -0.9
C 1.63554 -3.21066 -2.90989 -0.1 0.5 0.1
C 1.26273 -2.58864 -4.11968 0.0 0.0 1.1
C 0.55378 -1.36673 -4.13036 1.1 -1.3 1.1
C 0.25605 -0.69327 -5.36843 -1.1 1.5 -1.1
C -0.35087 0.52978 -5.54065 0.1 -0.6 0.1
C -0.49107 0.71868 -6.94231 0.1 -0.1 0.2
C 0.05231 -0.35226 -7.55943 -0.6 0.2 0.1
O 0.48981 -1.26491 -6.60956 0.0 0.7 -0.1
C 0.23886 -0.78397 -2.88948 0.3 -1.2 2.2
N 0.54498 -1.44821 0.85865 0.2 -0.4 -1.2
N 0.23155 -0.55585 1.80700 -1.3 1.7 -1.8
C 0.48703 -0.75535 3.16782 0.5 0.0 2.3
C 0.37539 -2.02478 3.74529 -0.5 -0.2 0.8
C 0.61166 -2.24215 5.12711 0.3 0.8 -0.9
C 1.06986 -1.18634 5.92556 -0.2 -0.7 -0.4
C 1.22288 0.06968 5.35565 -0.4 0.6 -0.4
C 0.88425 0.31105 4.01889 0.4 -0.6 -0.7
C -0.61771 3.04061 1.24430 0.0 -0.1 -0.3
C -1.29940 4.16058 1.74416 0.2 -0.4 -0.1
H -2.78884 4.86232 3.12752 0.2 -0.2 -0.1
H -3.19080 2.66545 4.11573 0.3 -0.1 -0.3
H -2.17340 0.67018 3.17063 0.5 0.2 -0.2
H 1.60599 -3.15030 -0.74679 0.0 0.1 -0.1
H 2.24490 -4.12127 -2.91186 -0.3 0.3 -0.2
H 1.57287 -3.04965 -5.03995 -0.1 0.0 -0.3
H -0.71796 1.20309 -4.77031 0.3 -0.3 -0.2
H -0.99286 1.53904 -7.41112 0.0 0.2 -0.3
H 0.03822 -0.49511 -8.65521 0.5 -0.8 1.1
H -0.25090 0.16886 -2.80344 -0.2 0.2 -0.2
H -0.01618 -2.85162 3.16450 0.2 0.1 -0.2
H 0.46072 -3.23681 5.54542 0.1 0.3 -0.1
H 1.30293 -1.36404 6.97238 0.0 0.1 -0.2
H 1.57175 0.91695 5.95403 -0.1 -0.4 -0.2
H 1.01269 1.30612 3.58880 -0.1 -0.3 0.2
H 0.05507 3.19719 0.38408 -0.2 -0.4 0.6
H -1.10107 5.16640 1.36578 0.0 -0.5 -0.1
```
Positions in Å, forces in eV/Å.